A) Molecular formula: C4H10O
Method: DFT, ωB97M-V/def2-TZVPD

Last columns: bonded neighbours and bond lengths (Å).
Geometry (Å):
1 O -0.587 0.983 -0.015  C2 1.417, C4 1.406
2 C -0.227 -0.381 -0.146  O1 1.417, C3 1.526, C5 1.519, H8 1.105
3 C 1.151 -0.688 0.435  C2 1.526, H9 1.096, H10 1.095, H11 1.095
4 C 0.217 1.884 -0.736  O1 1.406, H12 1.095, H13 1.099, H14 1.099
5 C -1.322 -1.171 0.552  C2 1.519, H6 1.095, H7 1.096, H15 1.094
6 H -1.171 -2.248 0.423  C5 1.095
7 H -1.317 -0.945 1.624  C5 1.096
8 H -0.218 -0.639 -1.220  C2 1.105
9 H 1.388 -1.749 0.306  C3 1.096
10 H 1.936 -0.109 -0.062  C3 1.095
11 H 1.175 -0.455 1.505  C3 1.095
12 H -0.431 2.657 -1.162  C4 1.095
13 H 0.962 2.371 -0.092  C4 1.099
14 H 0.744 1.387 -1.562  C4 1.099
15 H -2.300 -0.898 0.148  C5 1.094

Calculated values
- frontier orbital gap (eV) = 10.848
- charge = 0
- structure (SMILES) = COC(C)C

---

B) Molecular formula: C4H10O
Method: DFT, ωB97M-V/def2-TZVPD

Last columns: bonded neighbours and bond lengths (Å).
Geometry (Å):
1 O -1.073 -0.077 -0.669  C2 1.435, C3 1.310
2 C -0.865 -1.018 -1.732  O1 1.435, H7 1.093, H8 1.096, H13 1.093
3 C -0.275 0.962 -0.676  O1 1.310, C5 1.505
4 C 1.381 -0.825 1.156  H6 1.092, H9 1.091, H10 1.092, H15 1.091
5 C -0.546 1.759 0.572  C3 1.505, H11 1.098, H12 1.098, H14 1.096
6 H 0.338 -1.023 1.414  C4 1.092
7 H -0.363 -0.520 -2.565  C2 1.093
8 H -0.240 -1.829 -1.342  C2 1.096
9 H 1.916 -1.766 1.020  C4 1.091
10 H 1.415 -0.256 0.224  C4 1.092
11 H -1.071 2.669 0.253  C5 1.098
12 H -1.135 1.252 1.346  C5 1.098
13 H -1.845 -1.408 -2.019  C2 1.093
14 H 0.416 2.089 0.982  C5 1.096
15 H 1.849 -0.242 1.950  C4 1.091

Calculated values
- frontier orbital gap (eV) = 9.476
- charge = 0

---

C) Molecular formula: C4H10O
Method: DFT, ωB97M-V/def2-TZVPD

Last columns: bonded neighbours and bond lengths (Å).
Geometry (Å):
1 O 1.958 0.306 1.146  C3 1.451, H14 0.968
2 C -0.138 0.078 0.027  C3 1.538, C4 1.535, C5 1.533, H11 1.100
3 C 1.388 0.007 -0.155  O1 1.451, C2 1.538, H9 1.099, H13 1.095
4 C -0.857 1.297 -0.567  C2 1.535, H6 1.100, H8 1.097, H12 1.096
5 C -0.939 -1.212 -0.187  C2 1.533, H7 1.096, H10 1.099, H15 1.096
6 H -1.156 1.179 -1.618  C4 1.100
7 H -1.843 -1.172 0.432  C5 1.096
8 H -1.775 1.475 0.005  C4 1.097
9 H 1.742 -0.971 -0.510  C3 1.099
10 H -1.272 -1.369 -1.222  C5 1.099
11 H -0.019 0.257 1.106  C2 1.100
12 H -0.242 2.201 -0.488  C4 1.096
13 H 1.788 0.788 -0.809  C3 1.095
14 H 1.936 -0.477 1.715  O1 0.968
15 H -0.375 -2.101 0.120  C5 1.096

Calculated values
- frontier orbital gap (eV) = 11.289
- charge = 0
- structure (SMILES) = CC(C)CO

---

Most stable: A). Least stable: B).

---

A) Molecular formula: C4H10O
Method: DFT, ωB97M-V/def2-TZVPD

Last columns: bonded neighbours and bond lengths (Å).
Geometry (Å):
1 O -0.554 0.636 -2.744  C3 1.415, H14 0.967
2 C 0.908 -0.128 1.942  C5 1.528, H6 1.095, H9 1.097, H13 1.096
3 C -0.942 0.087 -1.498  O1 1.415, C4 1.525, H7 1.103, H15 1.095
4 C 0.113 0.300 -0.419  C3 1.525, C5 1.529, H8 1.101, H11 1.098
5 C -0.200 -0.372 0.918  C2 1.528, C4 1.529, H10 1.099, H12 1.099
6 H 0.707 -0.635 2.892  C2 1.095
7 H -1.179 -0.986 -1.591  C3 1.103
8 H 1.073 -0.094 -0.790  C4 1.101
9 H 1.869 -0.497 1.565  C2 1.097
10 H -0.330 -1.453 0.768  C5 1.099
11 H 0.259 1.378 -0.274  C4 1.098
12 H -1.157 0.001 1.309  C5 1.099
13 H 1.024 0.942 2.150  C2 1.096
14 H 0.284 0.224 -2.995  O1 0.967
15 H -1.874 0.598 -1.233  C3 1.095

Calculated values
- frontier orbital gap (eV) = 11.302
- charge = 0
- structure (SMILES) = CCCCO

---

B) Molecular formula: C4H10O
Method: DFT, ωB97M-V/def2-TZVPD

Last columns: bonded neighbours and bond lengths (Å).
Geometry (Å):
1 O 0.436 0.129 1.259  C4 1.365, H8 0.967
2 C -1.822 0.798 1.263  C4 1.497, H6 1.095, H10 1.095, H13 1.092
3 C 1.543 -1.805 -1.071  H9 1.095, H12 1.093, H14 1.092, H15 1.092
4 C -0.507 0.815 0.549  O1 1.365, C2 1.497, C5 1.334
5 C -0.276 1.417 -0.619  C4 1.334, H7 1.084, H11 1.088
6 H -2.122 -0.234 1.471  C2 1.095
7 H -1.069 1.954 -1.126  C5 1.084
8 H 1.265 0.140 0.761  O1 0.967
9 H 2.453 -1.265 -0.789  C3 1.095
10 H -1.736 1.315 2.226  C2 1.095
11 H 0.704 1.403 -1.092  C5 1.088
12 H 0.957 -1.197 -1.765  C3 1.093
13 H -2.597 1.283 0.666  C2 1.092
14 H 1.826 -2.744 -1.551  C3 1.092
15 H 0.944 -2.010 -0.181  C3 1.092

Calculated values
- frontier orbital gap (eV) = 9.781
- charge = 0
- structure (SMILES) = C=C(C)O.C

---

Most stable: A). Least stable: B).